A molecular structure, C4H7ClNY at a distorted geometry. Source: the Open Molecules 2025 dataset; level of theory: ωB97M-V with the def2-TZVPD basis set.

Geometry as ORCA input:
```
! RIJCOSX wB97M-V def2-TZVPD def2/J DEFGRID3
* xyz 2 1
Cl -0.5565 2.4263 2.9905
H -0.0593 0.1522 -2.9237
N 2.1264 -1.5865 0.6628
H -0.0068 -1.4934 -2.3033
Y 0.6345 3.5347 4.9574
C -0.7102 -0.0726 -0.8864
C -0.2536 -0.5096 0.5119
C 0.1993 -0.4498 -2.0589
H -0.9146 1.0010 -0.8945
H -0.2434 0.3144 1.2340
C 1.0828 -1.1169 0.5900
H -0.8603 -1.2826 0.9970
H -1.6923 -0.5079 -1.0804
H 1.2538 -0.4093 -1.7965
*
```

The orbital gap is 2.62 eV. The energy above the lowest of the compared OMol25 structures with the same formula, charge and spin comes out at 3.201 eV. As for the largest force on an atom: 4.0 eV/Å. The value obtained for the LUMO energy is -12.8926 eV.



A single C4H7ClO molecule at a distorted geometry. Source: the Open Molecules 2025 dataset; level of theory: ωB97M-V with the def2-TZVPD basis set.

Geometry as ORCA input:
```
! RIJCOSX wB97M-V def2-TZVPD def2/J DEFGRID3
* xyz 0 1
H -0.4381 0.8496 1.5362
O -2.1577 -1.0671 0.1957
H -1.5858 -1.7794 0.0747
H 3.0026 -0.5108 -0.3140
H -1.0016 -0.2150 -1.3156
Cl 0.7283 -1.9780 0.1083
C -0.3192 0.7050 0.4551
C 2.2049 0.2678 -0.1216
H -0.1441 1.7662 0.1470
C -1.4352 -0.0271 -0.4006
H 2.3768 1.3399 -0.1114
H -2.1809 0.8054 -0.4379
C 0.9499 -0.1563 0.1842
*
```

The orbital gap is 10.52 eV. The energy above the lowest of the compared OMol25 structures with the same formula, charge and spin comes out at 1.726 eV. As for the largest force on an atom: 6.0 eV/Å. The value obtained for the LUMO energy is 0.8201 eV. Its structure (SMILES) is C=C(Cl)CCO.



2 unconnected molecules or ions with the total composition C4H7ClO at a distorted geometry. Source: the Open Molecules 2025 dataset; level of theory: ωB97M-V with the def2-TZVPD basis set.

Geometry as ORCA input:
```
! RIJCOSX wB97M-V def2-TZVPD def2/J DEFGRID3
* xyz 0 1
H 1.3980 -2.0023 0.7884
H -0.1359 -2.1764 -0.5016
C 0.3324 -1.6854 0.3825
C 0.1165 -0.1902 0.3887
O -1.8469 -0.2242 0.7951
C 0.2866 0.5976 -0.7576
H -0.2687 -1.9404 1.2858
H 1.0681 2.5137 -1.4085
H 0.1903 0.3723 1.3396
H -0.0224 0.2310 -1.6659
H 0.6506 2.2132 0.4311
C 0.7764 1.8152 -0.6175
Cl -2.5450 0.4760 -0.4602
*
```

The orbital gap is 8.37 eV. The energy above the lowest of the compared OMol25 structures with the same formula, charge and spin comes out at 4.869 eV. As for the largest force on an atom: 3.7 eV/Å. The value obtained for the LUMO energy is -0.3617 eV.



A single C4H7ClO2 molecule at a distorted geometry. Source: the Open Molecules 2025 dataset; level of theory: ωB97M-V with the def2-TZVPD basis set.

Geometry as ORCA input:
```
! RIJCOSX wB97M-V def2-TZVPD def2/J DEFGRID3
* xyz 0 1
C -0.8779 -1.1113 -1.1655
Cl 2.3948 0.8151 -0.3549
H 1.1093 -0.1985 1.9470
H 0.1304 1.7132 1.6044
C 0.6209 0.3199 -0.0498
H -0.9630 -1.7308 -0.2940
H 0.0357 2.4894 -0.0505
O 0.7088 -1.9035 0.9809
H -1.2150 1.5456 0.4527
O -0.0020 0.0064 -1.2354
H -1.9518 -0.8996 -1.3619
C 0.8336 -0.7208 0.9630
C -0.1083 1.5544 0.5318
H -0.7153 -1.8794 -1.9677
*
```

The orbital gap is 10.44 eV. The energy above the lowest of the compared OMol25 structures with the same formula, charge and spin comes out at 1.510 eV. As for the largest force on an atom: 3.7 eV/Å. The value obtained for the LUMO energy is 0.3235 eV. Its structure (SMILES) is CO[C@](C)(Cl)C=O.



A single C4H7ClS molecule at a distorted geometry. Source: the Open Molecules 2025 dataset; level of theory: ωB97M-V with the def2-TZVPD basis set.

Geometry as ORCA input:
```
! RIJCOSX wB97M-V def2-TZVPD def2/J DEFGRID3
* xyz 0 1
H 1.3756 1.2012 0.4375
H -0.3203 -2.0397 0.0578
H 0.4386 -1.4253 1.5183
C 0.3754 -1.2463 0.3951
H 1.6733 -0.4448 -1.0925
H -0.1127 2.2586 0.3159
Cl -2.6251 -1.2213 -0.1853
C 0.4745 1.3923 -0.0594
H 0.7022 1.4948 -1.0925
C -0.2555 0.0972 0.0591
C -1.5841 0.2056 -0.0922
H -2.2020 1.0519 -0.0408
S 2.0602 -1.3243 -0.2211
*
```

The orbital gap is 9.77 eV. The energy above the lowest of the compared OMol25 structures with the same formula, charge and spin comes out at 0.778 eV. As for the largest force on an atom: 2.6 eV/Å. The value obtained for the LUMO energy is 0.8144 eV. Its structure (SMILES) is C/C(=C/Cl)CS.



A molecular structure, C4H7CoO3 at a distorted geometry. Source: the Open Molecules 2025 dataset; level of theory: ωB97M-V with the def2-TZVPD basis set.

Geometry as ORCA input:
```
! RIJCOSX wB97M-V def2-TZVPD def2/J DEFGRID3
* xyz 1 6
C 1.1485 -0.8896 -0.3231
O -0.9059 1.5291 0.3100
H 0.7998 0.0783 1.8336
H 2.2343 -0.7417 1.5059
H 1.1868 -2.4023 2.7700
C -0.9203 0.3911 -0.2573
C 1.1560 -0.8123 1.2997
Co 0.2793 2.1463 -1.3381
O -1.7789 -0.4100 -0.5540
O 0.3482 0.2157 -0.8063
H 0.6300 -1.8078 -0.6301
H -0.4491 -1.9100 2.2776
H 2.1379 -0.7020 -0.7599
C 0.5766 -2.0768 1.9172
H 0.5498 -2.9050 1.1940
*
```

The orbital gap (alpha / beta) is 8.74 / 5.87 eV. The energy above the lowest of the compared OMol25 structures with the same formula, charge and spin comes out at 0.484 eV. As for the largest force on an atom: 2.3 eV/Å. The value obtained for the LUMO energy (alpha / beta) is -3.8993 / -9.9323 eV.



A molecular structure, C4H7CsO at a distorted geometry. Source: the Open Molecules 2025 dataset; level of theory: ωB97M-V with the def2-TZVPD basis set.

Geometry as ORCA input:
```
! RIJCOSX wB97M-V def2-TZVPD def2/J DEFGRID3
* xyz 1 2
H -1.6818 1.1115 1.1209
H 0.6471 0.2500 1.3076
O 2.2604 0.3863 -0.0451
C -1.6621 0.3807 0.3108
H 0.8566 1.7955 -0.2603
H -0.9928 -1.2091 1.6789
C 1.0269 0.7763 0.1383
C -1.1769 -0.9967 0.6163
H 0.1477 -0.7511 -1.0023
H -1.5936 -1.7955 -0.0069
H -2.3823 0.5169 -0.4952
C -0.0409 -0.2404 -0.0454
Cs 4.5916 -0.2244 -3.3173
*
```

The orbital gap (alpha / beta) is 7.31 / 8.23 eV. The energy above the lowest of the compared OMol25 structures with the same formula, charge and spin comes out at 3.546 eV. As for the largest force on an atom: 5.0 eV/Å. The value obtained for the LUMO energy (alpha / beta) is -3.7391 / -3.9911 eV.



A molecular structure, C4H7DyO3 at a distorted geometry. Source: the Open Molecules 2025 dataset; level of theory: ωB97M-V with the def2-TZVPD basis set.

Geometry as ORCA input:
```
! RIJCOSX wB97M-V def2-TZVPD def2/J DEFGRID3
* xyz 0 6
C 1.7198 0.4919 -0.0887
C 0.0087 -1.2149 -0.1826
H -0.0417 -2.2097 0.2839
Dy 5.3854 0.2558 -0.2762
H -0.1795 -1.0610 -1.2568
H -1.6318 -0.4317 1.4117
O 2.8134 0.7698 0.4871
H -3.0432 0.3364 0.0251
C -0.9852 -0.0055 0.6190
O 1.3770 -0.8024 0.0355
H -0.3031 0.2779 1.4311
C -2.0294 0.5323 -0.3497
O 0.8374 1.3488 -0.3319
H -1.9525 1.6238 -0.4538
H -1.9754 0.0885 -1.3538
*
```

The orbital gap (alpha / beta) is 7.51 / 6.40 eV. The energy above the lowest of the compared OMol25 structures with the same formula, charge and spin comes out at 1.666 eV. As for the largest force on an atom: 5.1 eV/Å. The value obtained for the LUMO energy (alpha / beta) is -0.7553 / -0.5077 eV.



2 unconnected molecules or ions with the total composition C4H7F at a distorted geometry. Source: the Open Molecules 2025 dataset; level of theory: ωB97M-V with the def2-TZVPD basis set.

Geometry as ORCA input:
```
! RIJCOSX wB97M-V def2-TZVPD def2/J DEFGRID3
* xyz 0 1
H 0.5917 -1.6675 -0.1580
H 2.3196 1.0965 -0.3110
H -0.0521 1.7950 -0.7714
H 2.7274 -0.1331 0.8856
H -2.1020 1.0692 -0.7376
C -1.0537 1.3562 -0.0271
H -1.2321 2.1657 1.1768
C 2.3017 0.0349 -0.0160
C 0.7618 -0.4354 0.2015
F -1.4861 -1.0906 -0.0285
H 2.5654 -0.2639 -1.0949
C -0.5836 0.0032 0.0528
*
```

The orbital gap is 9.46 eV. The energy above the lowest of the compared OMol25 structures with the same formula, charge and spin comes out at 4.946 eV. As for the largest force on an atom: 7.2 eV/Å. The value obtained for the LUMO energy is 0.6098 eV.